DFT (the ωB97M-V functional and the def2-TZVPD basis) results for C24H40BEuF6N10O4S6 as an isolated structure.

```
92
Properties=species:S:1:pos:R:3:forces:R:3
Eu 0.707846 -0.760327 -0.766089 -4.0 2.4 -0.2
C 1.486013 -0.224799 5.363901 -0.4 -0.3 0.2
C 2.108944 0.855228 4.457141 0.6 -0.7 0.3
C 2.725135 1.940915 5.374339 -0.3 0.5 -0.2
C 3.264948 0.252235 3.626590 0.4 -0.2 -0.1
N 1.069454 1.434351 3.551072 -0.2 0.9 0.1
C 0.683787 2.739450 3.505113 -1.0 2.6 -0.5
C -0.260118 2.909148 2.513866 1.3 1.7 2.0
N -0.479937 1.717556 1.939698 -1.1 1.1 0.3
B -1.361429 1.404847 0.722625 1.5 -1.8 -1.3
N -1.430426 2.437921 -0.411884 -0.8 0.5 1.1
C -2.490471 3.164082 -0.794637 -1.4 1.9 -1.8
C -2.139218 3.874405 -1.923380 -2.6 0.2 1.0
N -0.851979 3.588774 -2.260866 -0.9 0.3 0.2
C -0.442601 2.710128 -1.297468 -8.5 4.0 -1.1
S 0.864747 2.084649 -1.222546 12.8 -5.1 0.7
C -0.115856 4.119339 -3.450120 0.7 0.0 -0.6
C 1.119856 4.923130 -2.999473 0.3 0.2 0.3
C 0.312496 2.957154 -4.374790 0.0 -0.5 -0.2
C -1.010367 5.064009 -4.290922 -0.6 0.0 0.3
N -2.571131 0.480782 0.926616 -0.4 1.4 0.8
C -3.396383 0.428025 1.982196 -2.3 -1.1 1.6
C -4.271601 -0.620486 1.790241 -0.2 1.5 2.4
N -3.992226 -1.239193 0.610103 -0.4 0.5 0.9
C -2.945907 -0.523162 0.099751 -4.3 1.3 8.0
S -2.259690 -0.800090 -1.148640 6.5 -2.9 -12.4
C -4.684863 -2.447153 0.063907 -0.1 -0.8 -0.6
C -3.679710 -3.610088 -0.100931 0.5 -0.3 0.0
C -5.798237 -2.939667 1.021959 0.0 0.4 0.5
C -5.344607 -2.118799 -1.290198 -0.1 0.3 -0.4
C 0.319903 0.832578 2.579713 -0.3 9.0 2.3
S 0.379146 -0.570440 2.211157 0.3 -14.3 -2.8
H 2.249943 -0.640855 6.056042 -0.4 0.4 -0.4
H 1.075942 -1.071542 4.781144 0.2 0.5 0.2
H 0.663714 0.212933 5.969188 0.5 -0.2 -0.3
H 3.500312 1.503183 6.040391 -0.6 0.1 -0.6
H 1.947301 2.404195 6.018321 0.5 -0.2 -0.3
H 3.213043 2.736264 4.769488 -0.3 -0.4 0.4
H 4.060513 -0.146310 4.293027 -0.5 0.4 -0.1
H 3.713828 1.030048 2.972000 -0.3 -0.5 0.5
H 2.933852 -0.586903 2.986935 0.1 0.6 0.4
H 1.066370 3.538042 4.124782 0.1 -0.4 0.0
H -0.730164 3.839088 2.220440 0.0 -0.3 0.0
H -0.640627 0.629764 0.202482 0.2 -0.2 -0.2
H -3.457600 3.160536 -0.307881 0.2 -0.1 0.0
H -2.806794 4.533592 -2.459999 0.4 -0.1 -0.1
H 1.842391 4.297791 -2.441159 -0.5 0.3 -0.3
H 0.809220 5.765690 -2.345364 0.2 -0.4 -0.4
H 1.656342 5.339735 -3.879399 -0.5 -0.2 0.4
H 1.016480 2.260956 -3.881900 -0.5 0.4 -0.2
H 0.826605 3.345112 -5.280808 -0.4 0.0 0.5
H -0.577672 2.376261 -4.699350 0.5 0.3 0.2
H -1.338754 5.938690 -3.689750 0.1 -0.5 -0.4
H -1.908302 4.525587 -4.665119 0.5 0.4 0.2
H -0.457570 5.448973 -5.175662 -0.2 -0.4 0.7
H -3.352669 1.084970 2.841549 0.1 -0.1 -0.2
H -5.040883 -0.908230 2.492901 0.1 -0.1 -0.3
H -3.203061 -3.846734 0.874761 -0.3 0.1 -0.5
H -2.879195 -3.377760 -0.827709 -0.5 0.0 0.4
H -4.193866 -4.523750 -0.470401 0.1 0.6 0.3
H -5.372038 -3.216040 2.011036 -0.3 0.2 -0.6
H -6.303916 -3.840599 0.611178 0.5 0.6 0.1
H -6.570603 -2.154873 1.168995 0.4 -0.5 0.0
H -4.601858 -1.816323 -2.052805 -0.3 -0.1 0.5
H -6.075803 -1.291375 -1.167792 0.4 -0.5 -0.1
H -5.881426 -3.007268 -1.687971 0.3 0.5 0.4
F 3.000774 -2.883141 -3.472146 -0.6 -0.6 0.2
C 2.177502 -3.963729 -3.527095 1.4 -1.1 -2.9
F 2.956493 -5.081073 -3.420847 -1.1 1.4 0.3
F 1.683863 -3.986351 -4.804760 0.1 0.2 1.7
S 0.820927 -3.940475 -2.283437 -3.8 -1.8 -1.5
O 0.422465 -2.542045 -2.116438 0.9 -2.2 -0.7
O -0.242074 -4.781166 -2.851836 2.6 1.3 1.3
N 1.520715 -4.624731 -1.035959 0.0 1.2 -0.1
S 2.584905 -3.664509 -0.366182 2.1 -0.6 0.0
O 3.904174 -3.677634 -1.000882 -1.7 0.0 0.8
O 2.101687 -2.338772 0.018648 0.5 -2.6 0.6
C 2.787550 -4.583530 1.197769 0.2 -2.0 3.0
F 3.216481 -5.864775 0.988433 -0.4 1.6 -0.4
F 1.622637 -4.689441 1.901599 1.0 0.5 -1.2
F 3.696508 -4.011491 2.039050 -0.9 -0.1 -1.4
N 2.457578 -0.433278 -2.284564 0.7 0.7 -2.0
N 3.622797 -0.860453 -1.629544 1.5 0.1 1.1
C 3.763362 -0.544079 -0.303966 1.1 0.1 -0.6
N 4.853959 -1.098167 0.286299 0.2 0.3 0.1
S 2.733011 0.436727 0.542720 1.3 0.7 -0.3
H 2.362877 -0.959800 -3.182836 0.0 0.9 1.1
H 2.546255 0.590527 -2.476966 -0.2 -1.0 -0.1
H 4.068810 -1.722834 -1.932567 -0.3 0.3 -0.1
H 5.655753 -1.349370 -0.274182 -0.1 -0.1 0.0
H 5.049001 -0.797906 1.234824 -0.1 -0.1 -0.3
H -0.066588 -0.235850 -2.654774 0.4 0.0 0.2
```
Forces are in eV/Å.

⟨S²⟩: 12.089
highest occupied orbital energy (spin up / spin down): -0.241 / -0.240 Eh
max |F|: 0.2828 Eh/bohr
gap between HOMO and LUMO (spin up / spin down): 6.75 / 6.73 eV
M: 1001.82 g/mol
spin multiplicity: 7